{"formula": "C71H151N8O21", "method": "the ωB97M-V functional and the def2-TZVPD basis", "species": ["C", "C", "C", "N", "C", "C", "C", "C", "C", "H", "H", "H", "H", "H", "H", "H", "H", "H", "H", "H", "H", "H", "H", "H", "H", "H", "H", "C", "C", "C", "N", "C", "C", "C", "C", "C", "H", "H", "H", "H", "H", "H", "H", "H", "H", "H", "H", "H", "H", "H", "H", "H", "H", "H", "C", "C", "C", "N", "C", "C", "C", "C", "C", "H", "H", "H", "H", "H", "H", "H", "H", "H", "H", "H", "H", "H", "H", "H", "H", "H", "H", "C", "C", "C", "N", "C", "C", "C", "C", "C", "H", "H", "H", "H", "H", "H", "H", "H", "H", "H", "H", "H", "H", "H", "H", "H", "H", "H", "C", "C", "C", "N", "C", "C", "C", "C", "C", "H", "H", "H", "H", "H", "H", "H", "H", "H", "H", "H", "H", "H", "H", "H", "H", "H", "H", "C", "C", "C", "N", "C", "C", "C", "C", "C", "H", "H", "H", "H", "H", "H", "H", "H", "H", "H", "H", "H", "H", "H", "H", "H", "H", "H", "C", "C", "C", "N", "C", "C", "C", "C", "C", "H", "H", "H", "H", "H", "H", "H", "H", "H", "H", "H", "H", "H", "H", "H", "H", "H", "H", "C", "C", "C", "N", "C", "C", "C", "C", "C", "H", "H", "H", "H", "H", "H", "H", "H", "H", "H", "H", "H", "H", "H", "H", "H", "H", "H", "O", "C", "O", "O", "H", "O", "C", "O", "O", "H", "O", "C", "O", "O", "H", "O", "C", "O", "O", "H", "O", "C", "O", "O", "H", "O", "C", "O", "O", "H", "O", "C", "O", "O", "H"], "coordinates": [[-3.2727, -0.9607, 1.9651], [-3.7171, -0.8497, 3.3820], [-4.6462, -1.9947, 3.7785], [-5.4697, -1.8183, 5.1387], [-6.2373, -0.5110, 5.1208], [-4.4783, -1.9533, 6.3102], [-4.8110, -3.2549, 7.0926], [-5.5146, -4.0839, 6.1793], [-6.3903, -3.0491, 5.4677], [-4.0153, -0.7958, 1.1844], [-2.6991, -1.8486, 1.6991], [-2.4982, -0.2452, 1.6891], [-4.0977, 0.1681, 3.4684], [-2.9301, -0.8027, 4.1347], [-4.1444, -2.9623, 3.7679], [-5.3665, -2.0991, 2.9671], [-6.3395, -0.2256, 4.0738], [-5.5106, 0.2100, 5.4954], [-7.1143, -0.7230, 5.7324], [-4.6220, -1.1640, 7.0480], [-3.4875, -1.8345, 5.8717], [-5.4003, -3.0802, 7.9927], [-3.8503, -3.6640, 7.4054], [-6.1127, -4.8477, 6.6761], [-4.8230, -4.5915, 5.5069], [-7.1561, -2.6726, 6.1459], [-6.7446, -3.3741, 4.4894], [-5.8949, -3.0518, -0.4985], [-4.5182, -2.8331, -1.0892], [-3.7603, -4.2759, -1.2714], [-2.3022, -4.1220, -1.7318], [-1.5051, -3.3269, -0.7131], [-2.3133, -3.3864, -3.1431], [-1.8967, -4.5238, -4.2289], [-2.1764, -5.8003, -3.5097], [-1.7496, -5.5687, -2.1160], [-5.8513, -3.6479, 0.4131], [-6.5261, -3.5228, -1.2520], [-6.2739, -2.0727, -0.2058], [-4.0386, -2.3458, -0.2402], [-4.5041, -2.1270, -1.9195], [-4.1935, -4.7622, -2.1454], [-3.8380, -4.9765, -0.4400], [-1.8520, -2.3003, -0.8308], [-0.5009, -3.4757, -1.1103], [-1.5705, -3.7126, 0.3042], [-1.4729, -2.6961, -3.0712], [-3.1994, -2.8347, -3.4571], [-0.8525, -4.5123, -4.5412], [-2.4923, -4.3017, -5.1144], [-1.5980, -6.6201, -3.9356], [-3.1886, -6.1792, -3.6504], [-0.6714, -5.5034, -1.9697], [-2.1221, -6.3452, -1.4479], [5.3912, 1.2994, 5.1016], [6.0378, 1.2107, 3.7788], [5.1905, 1.8155, 2.6775], [5.8043, 2.0052, 1.2333], [6.0971, 0.6493, 0.5767], [7.0163, 2.9710, 1.2748], [7.2637, 3.4300, -0.1361], [5.7473, 3.6195, -0.7068], [4.8801, 2.8747, 0.2843], [4.4446, 0.7638, 5.1730], [5.2200, 2.3749, 5.1467], [5.9793, 1.0823, 5.9933], [6.3669, 0.2226, 3.4570], [7.0202, 1.6766, 3.8562], [4.7022, 2.7180, 3.0451], [4.3581, 1.1411, 2.4761], [5.1615, 0.1400, 0.3457], [6.6854, 0.0567, 1.2773], [6.6645, 0.7948, -0.3425], [7.7654, 2.4345, 1.8571], [6.6270, 3.7824, 1.8898], [7.8019, 2.6351, -0.6525], [7.8773, 4.3304, -0.1656], [5.6784, 3.1994, -1.7102], [5.4604, 4.6520, -0.9061], [4.2556, 2.1402, -0.2242], [4.2338, 3.4648, 0.9340], [-0.9983, -4.0372, 6.8662], [-0.6640, -3.5478, 5.4844], [0.3816, -2.4509, 5.4213], [1.0348, -2.3194, 3.9736], [-0.0413, -2.0917, 2.9076], [1.8848, -3.5038, 3.6453], [3.3218, -3.0935, 3.3907], [3.2501, -1.6142, 3.1755], [2.0431, -1.1399, 3.9543], [-0.0698, -4.4064, 7.3018], [-1.7189, -4.8507, 6.9495], [-1.4975, -3.2505, 7.4318], [-1.5892, -3.2637, 4.9830], [-0.2230, -4.3478, 4.8898], [1.2361, -2.7407, 6.0328], [-0.0121, -1.4649, 5.6678], [-0.5380, -3.0544, 2.7861], [0.4607, -1.9432, 1.9515], [-0.7785, -1.3395, 3.1885], [1.5640, -3.9008, 2.6822], [1.9071, -4.2952, 4.3945], [3.8036, -3.5505, 2.5264], [3.7203, -3.1219, 4.4049], [3.1289, -1.3771, 2.1185], [4.1816, -1.1301, 3.4688], [1.5240, -0.2987, 3.4948], [2.2622, -0.8978, 4.9943], [-5.3152, 0.6596, -10.3404], [-4.8647, 0.1554, -8.9344], [-3.8980, 1.1672, -8.2180], [-3.1829, 0.6712, -6.8899], [-4.2585, 0.2963, -5.8639], [-2.4073, 1.9141, -6.3299], [-1.3191, 1.2504, -5.4709], [-1.0277, -0.1793, -5.9596], [-2.0336, -0.4297, -7.0706], [-4.5272, 1.0149, -11.0045], [-5.9111, 1.5452, -10.1196], [-5.9482, -0.0016, -10.9323], [-4.3925, -0.8270, -8.9204], [-5.7023, 0.0675, -8.2424], [-4.4375, 2.1013, -8.0608], [-3.0939, 1.4373, -8.9024], [-4.8062, 1.2174, -5.6644], [-3.7243, -0.1307, -5.0151], [-4.8618, -0.5402, -6.2166], [-3.0320, 2.5686, -5.7220], [-2.0033, 2.4904, -7.1623], [-1.4644, 1.1087, -4.4000], [-0.4292, 1.8523, -5.6551], [-0.9076, -0.9376, -5.1859], [0.0136, -0.1955, -6.2814], [-2.3926, -1.4585, -7.0437], [-1.7126, -0.2000, -8.0867], [-3.2957, 2.7430, 2.8300], [-1.8285, 2.8589, 3.4199], [-1.0131, 4.0408, 2.7845], [0.2433, 4.4501, 3.5966], [1.3209, 3.3515, 3.5984], [-0.0497, 4.9109, 5.0233], [0.9198, 6.1178, 5.2811], [1.1468, 6.7656, 3.9536], [0.8524, 5.7118, 2.9328], [-3.6115, 3.7273, 2.4844], [-3.8426, 2.2768, 3.6496], [-3.3120, 2.0486, 1.9900], [-1.2990, 1.9061, 3.4147], [-1.9305, 2.9841, 4.4979], [-1.6859, 4.8906, 2.6684], [-0.5895, 3.8487, 1.7988], [1.4638, 3.1068, 2.5459], [1.0153, 2.4215, 4.0778], [2.1957, 3.7215, 4.1331], [0.2907, 4.1639, 5.7404], [-1.1017, 5.0452, 5.2750], [1.8988, 5.7791, 5.6201], [0.4034, 6.7080, 6.0382], [2.1118, 7.1897, 3.6759], [0.4472, 7.5996, 3.8966], [1.6984, 5.2343, 2.4385], [0.1024, 6.0801, 2.2328], [1.6120, -5.8640, -4.8616], [2.1291, -4.4087, -4.8368], [3.3375, -4.1225, -3.8842], [3.7384, -2.6203, -3.6309], [5.0664, -2.7178, -2.8098], [2.6450, -1.9021, -2.7944], [1.8969, -1.0093, -3.7443], [2.8875, -0.7074, -4.8115], [3.8877, -1.7509, -4.9261], [2.2894, -6.4600, -5.4731], [0.6151, -5.8937, -5.3016], [1.4630, -6.2209, -3.8426], [1.3900, -3.6198, -4.6974], [2.4023, -4.2980, -5.8862], [4.1787, -4.5557, -4.4254], [3.1957, -4.7149, -2.9803], [5.2381, -1.6857, -2.5040], [5.7624, -3.0476, -3.5812], [4.8317, -3.4909, -2.0783], [3.1425, -1.2610, -2.0667], [2.0871, -2.6666, -2.2537], [1.3483, -0.1589, -3.3394], [1.1056, -1.5796, -4.2307], [3.4469, 0.1950, -4.5649], [2.3991, -0.6159, -5.7817], [4.8889, -1.3299, -4.8341], [3.7223, -2.3937, -5.7907], [2.1803, 3.1632, -2.3934], [0.7499, 3.6498, -2.6962], [-0.2568, 3.4392, -1.6072], [-1.6587, 4.2098, -1.7558], [-2.3315, 4.0166, -3.1405], [-1.4546, 5.7530, -1.4942], [-2.8667, 6.2677, -1.1313], [-3.5694, 5.1318, -0.4268], [-2.6708, 3.9195, -0.6377], [2.8189, 3.9623, -2.0170], [2.5448, 2.5013, -3.1790], [2.0152, 2.5181, -1.5304], [0.3822, 3.0021, -3.4921], [0.7539, 4.6722, -3.0739], [0.0531, 3.6170, -0.5775], [-0.4751, 2.3714, -1.6209], [-2.3777, 2.9610, -3.4082], [-1.7030, 4.5054, -3.8849], [-3.3231, 4.4607, -3.0536], [-1.0151, 6.1330, -2.4164], [-0.7486, 5.8504, -0.6695], [-3.4789, 6.4303, -2.0183], [-2.9660, 7.1016, -0.4365], [-4.5314, 4.8613, -0.8623], [-3.7323, 5.2788, 0.6409], [-3.2266, 3.0533, -0.9966], [-2.1165, 3.6447, 0.2597], [5.7691, -3.1314, 0.4940], [6.5171, -3.2335, 1.5940], [6.4062, -2.2979, 2.4342], [7.2154, -4.2674, 1.7098], [5.5509, -2.2417, 0.7812], [5.6407, 0.7167, -2.6861], [6.6011, 0.9335, -3.5110], [7.7405, 1.1058, -3.0855], [6.3528, 0.8796, -4.7246], [4.8997, 0.5880, -3.2827], [2.7873, 5.3527, 0.3633], [2.6926, 6.4342, -0.3992], [1.6233, 7.0137, -0.4434], [3.7687, 6.9390, -0.7703], [3.6890, 5.5910, 0.1358], [-0.9791, 1.7834, 6.1256], [-2.0220, 0.9920, 6.4311], [-3.2018, 1.3473, 6.1789], [-1.7405, -0.0285, 7.0541], [-0.3563, 1.1754, 6.5305], [-1.1719, -0.1111, -2.4086], [-2.2662, 0.3462, -1.7470], [-2.2604, 0.4019, -0.5718], [-3.2028, 0.7554, -2.4506], [-0.6751, -0.1711, -1.5893], [0.2505, 0.9387, 1.4095], [1.2179, 0.5137, 0.6216], [0.9108, -0.1787, -0.3885], [2.3745, 0.8136, 0.9988], [-0.3470, 0.6445, 0.7181], [2.2977, -4.3684, -0.2970], [1.7382, -5.5957, -0.1696], [0.7990, -5.5768, 0.6552], [2.0310, -6.4618, -0.9812], [1.7427, -4.0746, 0.4291]], "homo_ev": -7.557, "lumo_energy_ev": -2.607, "gap_ha": 0.182, "total_energy_ev": -130978.4929, "charge": 1}

=====

{"formula": "C9H8ClN3OS", "method": "the ωB97M-V functional and the def2-TZVPD basis", "species": ["C", "C", "C", "C", "C", "C", "C", "C", "C", "N", "N", "N", "O", "S", "Cl", "H", "H", "H", "H", "H", "H", "H", "H"], "coordinates": [[0.8973, -3.3548, 0.7120], [0.6485, 0.8858, 0.8952], [0.2056, 1.2744, 2.1701], [-1.4855, 1.1376, 0.0738], [-0.1736, 0.6629, -0.1731], [-1.0929, 1.6953, 2.2212], [-1.1717, -2.7551, -0.3488], [1.3076, 1.4581, -2.1514], [0.4380, 0.3312, -1.4703], [1.5747, -3.9051, 1.4620], [-1.9556, 1.6392, 1.1827], [0.1277, -2.7555, -0.0835], [-1.7072, -2.0976, -1.1556], [1.4636, -1.1460, -1.2302], [-1.7741, 2.6328, 3.5671], [1.7140, 0.5158, 0.6979], [0.8936, 1.2780, 2.9294], [-2.2354, 0.7430, -0.6291], [-1.7726, -3.6010, 0.2815], [2.1306, 1.8450, -1.4009], [0.7390, 2.4063, -2.4729], [1.7225, 1.0253, -2.9842], [-0.4942, 0.0843, -2.0929]], "homo_ev": -9.598, "lumo_energy_ev": -3.159, "gap_ha": 0.237, "total_energy_ev": -39333.7982, "e_above_lowest_kcal_mol": 95.8}